Here is C35H57BN10O2Tl as an isolated structure from the OMol25 dataset. Energies are from wB97M-V/def2-TZVPD.

Its HOMO energy is -11.244 eV. Its total energy is -61582.5508 eV. The calculation puts the LUMO energy at -4.00 eV. As for the relative energy (zero: lowest compared OMol25 entry of this formula, charge and spin): 0.0 kJ/mol. For the strongest force on any atom, the calculation gives 0.0094 Eh/bohr.

ORCA input file:
```
! RIJCOSX wB97M-V def2-TZVPD def2/J DEFGRID3
* xyz 1 1
Tl -0.17 0.07 0.11
C -0.93 -2.76 2.34
C 0.59 -2.72 2.38
N 1.16 -1.97 1.24
C 1.69 -2.88 0.21
C 0.58 -3.45 -0.67
N -0.08 -2.39 -1.41
C -1.03 -2.87 -2.44
C -1.96 -4.02 -2.06
C -2.79 -3.85 -0.79
N -2.79 -2.48 -0.30
C -3.69 -2.25 0.80
C -3.46 -0.87 1.38
N -2.06 -0.59 1.75
C -1.55 -1.46 2.84
H -1.29 -3.62 2.92
H -1.22 -2.90 1.30
H 0.97 -3.74 2.37
H 0.93 -2.27 3.31
H 1.87 -1.33 1.53
H 2.22 -3.71 0.68
H 2.39 -2.34 -0.41
H -0.15 -3.98 -0.06
H 1.04 -4.18 -1.34
H 0.62 -1.88 -1.92
H -0.46 -3.22 -3.31
H -1.60 -2.02 -2.78
H -1.38 -4.94 -1.98
H -2.62 -4.15 -2.92
H -2.37 -4.47 0.01
H -3.80 -4.23 -0.96
H -2.99 -1.82 -1.04
H -3.50 -3.02 1.56
H -4.74 -2.35 0.53
H -4.08 -0.78 2.28
H -3.79 -0.12 0.68
H -2.03 0.36 2.08
H -2.36 -1.67 3.54
H -0.81 -0.88 3.37
C 3.65 2.10 0.53
C 3.00 2.69 -0.73
C 3.85 3.83 -1.30
C 1.61 3.17 -0.40
C 1.20 4.52 -0.39
C -0.07 4.51 0.14
N -0.40 3.23 0.40
N 0.63 2.40 0.09
B -1.56 2.80 1.31
N -0.98 2.05 2.54
C -1.10 2.49 3.82
C -0.18 1.83 4.59
C 0.50 0.97 3.70
N 0.01 1.12 2.47
C 1.66 0.08 4.03
C 1.36 -0.84 5.22
C 2.90 0.95 4.34
N -2.59 1.99 0.46
C -3.89 2.31 0.40
C -4.40 1.85 -0.79
C -3.31 1.25 -1.45
N -2.22 1.30 -0.66
C -3.37 0.88 -2.92
C -2.02 1.01 -3.63
C -4.07 -0.46 -3.22
H 3.06 1.25 0.90
H 3.71 2.86 1.31
H 4.66 1.74 0.31
H 2.95 1.92 -1.47
H 3.99 4.63 -0.57
H 3.41 4.25 -2.20
H 4.84 3.44 -1.56
H 1.76 5.38 -0.70
H -0.76 5.32 0.35
H -2.13 3.77 1.73
H -1.81 3.26 4.08
H -0.01 1.94 5.65
H 1.89 -0.52 3.15
H 1.20 -0.25 6.12
H 2.20 -1.51 5.40
H 0.47 -1.45 5.06
H 2.72 1.55 5.24
H 3.12 1.63 3.52
H 3.77 0.31 4.52
H -4.35 2.91 1.17
H -5.39 2.00 -1.18
H -4.03 1.64 -3.34
H -1.24 0.44 -3.13
H -1.69 2.05 -3.64
H -2.11 0.67 -4.66
H -3.39 -1.31 -3.13
H -4.43 -0.46 -4.25
H -4.93 -0.62 -2.56
O 0.57 0.38 -2.18
C 1.76 0.14 -1.87
O 2.08 -0.16 -0.69
C 2.82 0.19 -2.93
C 4.14 -0.11 -2.60
C 5.12 -0.07 -3.59
C 4.78 0.26 -4.89
C 3.46 0.55 -5.22
C 2.48 0.52 -4.24
H 4.40 -0.35 -1.58
H 6.15 -0.30 -3.34
H 5.54 0.29 -5.66
H 3.19 0.81 -6.24
H 1.45 0.75 -4.47
*
```